(1)
C15H29BrO5P | the ωB97M-V functional and the def2-TZVPD basis

Properties
- HOMO: -0.139 Ha
- Lowest unoccupied orbital energy: 2.42 eV
- Energy above the lowest of the compared OMol25 structures with the same formula, charge and spin: 0.00 kcal per mole
- E: -105593.022 eV
- Kohn-Sham gap: 6.19 eV

ORCA input file:
```
! wB97M-V def2-TZVPD RIJCOSX def2/J DEFGRID3
* xyz -1 1
C 3.83096 -1.96003 2.88401
C 2.66265 -2.37534 2.47154
C 2.23808 -2.34290 1.04183
P 1.80785 -0.54661 0.40200
C -0.04198 -0.97836 0.63157
O -0.32348 -1.29036 1.99972
C -1.65267 -1.04822 2.36248
C -2.69066 -1.79512 1.52017
C 1.39964 1.09184 -0.50197
C 1.34584 2.36357 0.33284
C 2.70854 2.86983 0.74053
Br 0.18686 2.27745 1.91317
O 1.72728 -1.27886 -1.21827
C 2.91215 -1.26292 -1.90943
C 4.06558 -0.72724 -0.98224
O 3.52973 -0.26521 0.20247
H 4.60250 -1.79377 2.15354
H 3.98184 -1.80741 3.94015
H 1.95321 -2.75351 3.19250
H 3.03828 -2.80587 0.46286
H 1.38527 -3.00595 0.95960
H 1.98306 0.03154 1.68881
H -0.33381 -1.78133 -0.03981
H -0.67469 -0.12883 0.36463
H -1.77279 -1.38588 3.38427
H -1.87250 0.01798 2.28422
H -2.82800 -1.35899 0.54138
H -3.62581 -1.77950 2.06627
H -2.36319 -2.82562 1.42203
H 0.48218 1.03635 -1.07792
H 2.19435 1.24923 -1.22489
H 0.91382 3.13530 -0.28785
H 3.27686 3.16071 -0.13298
H 2.55285 3.78222 1.30900
H 3.24220 2.15960 1.35438
H 2.81554 -0.49896 -2.70196
H 3.16931 -2.19364 -2.41234
H 4.70134 -0.02719 -1.52022
H 4.65073 -1.62549 -0.72524
O -3.04260 1.42307 -0.13694
C -3.75257 1.36929 -1.09136
O -4.37497 0.22514 -1.49615
C -5.06604 0.44833 -2.73168
C -5.30066 1.95216 -2.79696
C -4.07947 2.49452 -2.05786
H -4.43598 0.09106 -3.54971
H -5.99284 -0.12171 -2.72753
H -5.40882 2.32548 -3.81431
H -6.20740 2.20909 -2.24639
H -3.22757 2.63790 -2.72351
H -4.29003 3.41318 -1.51844
*
```

***

(2)
C15H29I2N2 | the ωB97M-V functional and the def2-TZVPD basis

Properties
- HOMO: -0.442 Ha
- Lowest unoccupied orbital energy: -3.59 eV
- E: -35199.015 eV
- Kohn-Sham gap: 8.43 eV

ORCA input file:
```
! wB97M-V def2-TZVPD RIJCOSX def2/J DEFGRID3
* xyz 1 1
C 5.10105 0.72253 1.47640
C 4.53478 0.85813 -0.01938
C 2.99396 0.58416 0.06845
N 2.34604 0.39038 -1.29538
C 1.27897 -0.54118 -1.04725
N 1.37620 -1.85713 -1.14305
C 0.09458 -2.55076 -0.76305
C -0.38468 -1.48548 0.32934
C -1.72697 -1.74591 1.08797
I -1.66334 -0.56875 2.95179
C -1.86087 -3.26541 1.57994
C -2.47142 -4.22262 0.48659
I -0.02669 -4.02093 2.49461
C -0.21502 -0.21524 -0.60662
C -0.53534 1.22341 -0.06792
C -0.94066 2.11277 -1.33592
C -2.17405 3.06268 -1.02841
C -2.03220 3.77587 0.37818
C -3.56949 2.29544 -1.13547
H 5.34479 1.70917 1.93519
H 4.28068 0.27926 2.11390
H 5.95956 0.00974 1.53741
H 5.08883 0.07788 -0.61230
H 4.78926 1.87659 -0.41404
H 2.88277 -0.40220 0.61377
H 2.46023 1.33857 0.69323
H 3.00657 -0.09368 -1.91840
H 2.25335 -2.30656 -1.40954
H -0.51472 -2.56538 -1.70950
H 0.38275 -3.56603 -0.40721
H 0.52015 -1.46263 0.99631
H -2.63861 -1.44854 0.49946
H -2.60654 -3.22241 2.42110
H -1.72633 -4.56829 -0.26729
H -3.30831 -3.65459 -0.01373
H -2.94244 -5.08135 1.03931
H -0.81359 -0.49073 -1.51515
H -1.47083 1.16348 0.54782
H 0.31278 1.68964 0.49673
H -0.08407 2.71298 -1.73407
H -1.27767 1.45856 -2.19229
H -2.24537 3.89254 -1.78853
H -0.96138 4.04921 0.55066
H -2.69617 4.66383 0.49129
H -2.29761 3.00701 1.15923
H -4.31214 2.92127 -1.70712
H -3.49077 1.33051 -1.69965
H -4.02001 2.13018 -0.11737
*
```

***

(3)
C15H29I4NO5PSi | the ωB97M-V functional and the def2-TZVPD basis

Properties
- HOMO: -0.439 Ha
- Lowest unoccupied orbital energy: -3.89 eV
- E: -77318.876 eV
- Kohn-Sham gap: 8.04 eV

ORCA input file:
```
! wB97M-V def2-TZVPD RIJCOSX def2/J DEFGRID3
* xyz 1 1
C -3.30070 -4.32764 1.95315
C -3.84189 -2.89674 2.10233
C -4.01051 -2.07113 0.82806
I -5.14299 -3.11031 -0.65434
C -2.75204 -1.49395 0.17336
N -2.25965 -0.21801 0.83531
C -0.86513 0.08228 0.23035
C 0.04085 1.03186 1.05430
C 0.98368 1.88406 0.18320
O 2.27698 1.82125 0.75997
Si 3.55461 2.69344 0.09381
C 5.07299 2.07266 0.95768
C 3.70274 2.39419 -1.75334
C 3.31920 4.51692 0.39142
C -1.25449 0.86317 -1.08175
I -2.30014 2.66160 -0.56033
C -1.06425 0.74626 -2.39333
C -1.60484 1.72839 -3.39824
I 0.10601 -0.70784 -3.29985
C -0.33608 -1.41460 0.28798
I -0.30859 -1.89695 2.53836
P 1.35281 -1.97387 -0.26382
O 1.21226 -3.11408 -1.16894
O 2.07990 -0.67292 -0.78538
O 2.21470 -2.29589 1.03978
C -1.51530 -2.35647 -0.11641
O -1.60579 -2.71920 -1.45284
H -3.07651 -4.58141 0.91758
H -4.01147 -5.05297 2.33982
H -2.37576 -4.45851 2.51724
H -4.82987 -2.93576 2.56203
H -3.21667 -2.33105 2.79758
H -4.65573 -1.22233 1.06190
H -3.05668 -1.13179 -0.81256
H -2.30568 -0.18767 1.85528
H -2.90659 0.50677 0.51001
H 0.66057 0.46479 1.73458
H -0.56170 1.69774 1.67378
H 0.62191 2.91601 0.15363
H 1.02170 1.51407 -0.84111
H 5.34813 1.07093 0.62149
H 4.95557 2.04849 2.04134
H 5.90394 2.73860 0.71427
H 4.66021 1.92177 -1.97574
H 2.92011 1.77225 -2.19383
H 3.66902 3.35203 -2.27570
H 2.59615 4.95747 -0.29767
H 4.27847 5.01063 0.22095
H 2.99966 4.73133 1.41220
H -2.68663 1.82577 -3.29701
H -1.15414 2.71074 -3.24616
H -1.38233 1.40819 -4.41001
H 2.56585 -0.18723 -0.09095
H 2.70671 -3.12150 0.88430
H -1.46523 -3.22245 0.53832
H -0.97737 -3.44140 -1.61606
*
```

***

(4)
C15H29N2NiOP2S2 | the ωB97M-V functional and the def2-TZVPD basis

Properties
- HOMO (alpha / beta): -0.398 / -0.398 Ha
- Lowest unoccupied orbital energy (alpha / beta): -2.49 / -2.53 eV
- Energy above the lowest of the compared OMol25 structures with the same formula, charge and spin: 5.51 kcal per mole
- E: -102341.394 eV
- Kohn-Sham gap (alpha / beta): 8.34 / 8.30 eV

ORCA input file:
```
! wB97M-V def2-TZVPD RIJCOSX def2/J DEFGRID3
* xyz 1 1
Ni 0.42493 -0.61892 0.18652
C 3.57844 0.49285 0.05554
P 2.53791 -0.99138 -0.04827
C 3.12916 -1.85694 -1.51979
C 3.06502 -2.03017 1.36855
C 2.48696 -1.40177 2.63849
P 0.71132 -1.03885 2.36029
C 0.28565 0.13557 3.67863
C -0.15830 -2.56724 2.81428
H 4.63713 0.23171 0.07720
H 3.32336 1.06715 0.94550
H 3.38020 1.12180 -0.81233
H 4.20517 -2.02192 -1.45524
H 2.90705 -1.26122 -2.40525
H 2.61436 -2.81213 -1.61632
H 4.15335 -2.10647 1.41313
H 2.67295 -3.03610 1.20010
H 2.97295 -0.43913 2.82089
H 2.64527 -2.01587 3.52657
H 0.55502 -0.25528 4.66056
H -0.78514 0.33943 3.66534
H 0.80799 1.07542 3.50162
H 0.11861 -2.88825 3.81911
H 0.08345 -3.35215 2.09777
H -1.23799 -2.41059 2.77698
C -5.29283 -1.71630 -1.39744
C -3.96801 -1.31981 -0.83176
C -3.86634 -0.60515 0.36891
C -2.60557 -0.29796 0.81904
N -1.53219 -0.67529 0.12569
C -1.70545 -1.34645 -1.03356
S -0.16711 -1.65147 -1.77247
N -2.88876 -1.67844 -1.52786
H -6.11993 -1.27707 -0.84458
H -5.38495 -2.80316 -1.37230
H -5.34841 -1.41568 -2.44303
H -4.74419 -0.30649 0.92213
H -2.43778 0.26196 1.73170
O 0.26125 1.59724 -0.10460
S -0.89233 2.40667 -0.64546
C -0.17888 4.04887 -0.98991
C 0.09935 4.15848 -2.49445
C 0.17174 2.73971 -3.05207
C -0.98875 1.99830 -2.40343
H 0.72532 4.04866 -0.38132
H -0.85817 4.81238 -0.61458
H 1.01508 4.71881 -2.67711
H -0.71641 4.69759 -2.97848
H 1.10990 2.25751 -2.77181
H 0.09648 2.72354 -4.13860
H -0.94052 0.91206 -2.47829
H -1.95735 2.35188 -2.76423
*
```

***

(5)
C15H29N2O4P2V | the ωB97M-V functional and the def2-TZVPD basis

Properties
- ⟨S²⟩: 0.788
- HOMO (alpha / beta): -0.427 / -0.426 Ha
- Lowest unoccupied orbital energy (alpha / beta): -3.61 / -5.50 eV
- Energy above the lowest of the compared OMol25 structures with the same formula, charge and spin: 28.35 kcal per mole
- E: -71453.743 eV
- Kohn-Sham gap (alpha / beta): 8.01 / 6.09 eV

ORCA input file:
```
! wB97M-V def2-TZVPD RIJCOSX def2/J DEFGRID3
* xyz 1 2
C 0.99445 -1.29079 -4.03838
C 1.04914 -0.94707 -2.66209
N -0.14016 -0.83229 -1.96124
C -1.31574 -1.08032 -2.56086
C -1.39274 -1.39246 -3.92061
C -0.22005 -1.50394 -4.66343
C 2.25760 -0.60040 -1.99770
P 2.24558 -0.31885 -0.23340
V -0.03529 -0.05813 0.05278
P -2.31652 -0.01796 -0.22304
C -2.58259 -1.01775 -1.73181
O 1.87945 2.25516 -2.99002
O -0.74613 2.61124 -2.53801
H 1.93789 -1.34679 -4.57761
H -2.37914 -1.51486 -4.36045
H -0.26359 -1.74363 -5.72428
C 3.05961 -1.72890 0.55504
C 3.35588 1.08744 0.04719
H -3.40932 -0.57085 -2.30081
H -2.90046 -2.02217 -1.40165
H 2.22232 1.35489 -2.77701
H 3.19454 -0.69897 -2.55692
C -3.36846 -0.78840 1.02355
C -3.10324 1.56124 -0.58528
H 0.48116 1.47398 -0.56061
H -0.79475 3.52227 -2.20283
H 0.21907 2.47436 -2.75804
H 2.21368 2.42999 -3.88397
H -0.16945 -1.46632 0.42232
H -0.41538 1.45949 -0.59066
H 4.09130 -1.80404 0.18712
H 3.04502 -1.57852 1.64243
H 2.50105 -2.64257 0.31759
H 4.38305 0.79907 -0.21284
H 3.02825 1.93892 -0.56458
H 3.30002 1.36005 1.10936
H -4.16295 1.38027 -0.81049
H -2.98762 2.21099 0.29262
H -2.57335 2.02147 -1.43112
H -4.40218 -0.81860 0.65547
H -3.00143 -1.80063 1.23663
H -3.31759 -0.19258 1.94394
O -0.81167 2.77747 1.58604
C -0.66080 1.83066 2.35605
C -0.98010 1.83568 3.84489
C -0.85880 0.39496 4.27324
C -0.44204 -0.36191 3.01729
O -0.34964 -1.57766 2.90944
N -0.24568 0.55786 1.99833
H -0.26607 2.47773 4.36805
H -1.97891 2.25086 4.00949
H -0.10542 0.26121 5.05364
H -1.80058 -0.00964 4.65652
*
```